Computed, not measured: a molecular structure, C5H8O in a non-equilibrium geometry, with ωB97M-V with the def2-TZVPD basis set.

Structure (XYZ):
```
14
Properties=species:S:1:pos:R:3:forces:R:3
C 1.71371 -0.71566 0.17426 0.0 -0.1 0.0
C 0.66586 0.38683 0.15152 0.2 0.0 0.0
C -0.59710 0.07875 -0.67075 0.4 0.0 -0.1
C -1.55432 -0.64564 0.21120 0.0 -0.8 -0.2
O -2.25423 0.46693 0.46215 -1.1 0.4 0.5
C -1.53787 1.23511 -0.40841 0.2 0.3 -0.2
H 1.25565 -1.66612 0.46948 0.1 0.1 -0.1
H 2.48015 -0.46507 0.91607 0.0 -0.1 -0.2
H 2.20547 -0.85164 -0.79464 -0.1 0.0 0.1
H 1.10891 1.34095 -0.15931 0.0 -0.2 0.0
H -0.44485 -0.28151 -1.69391 0.1 0.1 0.2
H 0.27723 0.48915 1.16984 0.3 0.3 0.0
H -2.04546 -1.61034 0.24348 0.0 0.1 -0.1
H -1.27316 2.23828 -0.07098 -0.1 -0.1 0.0
```
Forces are in eV/Å.

Computed properties:
Net charge: 0
ΔE to the lowest compared entry with this formula, charge and spin in kcal/mol: 103.4
DFT total energy in hartree: -270.39313
Frontier orbital gap (spin up / spin down) in eV: 8.3 / 8.5